A molecular structure, C8H14KN2SSb, computed with wB97M-V/def2-TZVPD.

Geometry as XYZ:
```
27
C8H14KN2SSb | OMol25 | wB97M-V/def2-TZVPD
Sb 0.5241 -2.3444 3.1786
K -0.0248 -1.2962 -2.7134
S 0.3078 0.7713 -0.4772
N 0.9364 2.9762 -1.7848
N -0.0022 1.3411 -3.1807
C -0.7512 -4.1467 3.2503
C 0.1226 2.1607 -4.2290
C 0.5641 -2.4228 5.3652
C 0.4145 1.7578 -1.9412
C 0.8403 3.8442 -2.7884
C -0.4514 -0.4183 3.2425
C 0.5485 3.5022 -4.0913
C -0.3170 1.6456 -5.5642
H -1.2546 -4.3346 2.2790
H -0.4844 2.4833 -6.2511
H 1.0214 -3.3519 5.6922
H 0.9685 4.8801 -2.4648
H 0.6127 4.1824 -4.9230
H -0.0527 -4.9626 3.4565
H 0.2828 0.3318 3.5720
H -1.5037 -4.0747 4.0361
H -1.2756 -0.4441 3.9547
H -0.4434 -2.3905 5.7773
H 1.1356 -1.5632 5.7251
H -0.8478 -0.1414 2.2607
H -1.2727 1.1021 -5.3813
H 0.4021 0.9126 -6.0000
```

## Properties
Orbital gap   6.3 eV
Energy relative to the best compared isomer or geometry (same formula, charge and spin)   0.00 kcal per mole
LUMO   -0.02798 Eh
Total energy   -45200.402 eV


A gas-phase ion, C2H6N (charge +1), computed with wB97M-V/def2-TZVPD.

Geometry as XYZ:
```
9
C2H6N | OMol25 | wB97M-V/def2-TZVPD
N -0.8161 0.0341 -0.0143
C 0.4502 0.7538 0.0625
C 0.4066 -0.7178 0.0166
H 0.7686 -1.3129 0.8856
H 0.8226 -1.2079 -0.8535
H 0.6986 1.3676 -0.8161
H 0.6789 1.4311 0.8294
H -1.5668 -0.1755 0.6796
H -1.4426 -0.1725 -0.7900
```

## Properties
Orbital gap   14.7 eV
Energy relative to the best compared isomer or geometry (same formula, charge and spin)   28.96 kcal per mole
Total charge   +1
LUMO   -0.14262 Eh
SMILES   C1C[NH2+]1
Total energy   -3652.460 eV


C7H13PS in the gas phase, computed with wB97M-V/def2-TZVPD.

Geometry as XYZ:
```
22
C7H13PS | OMol25 | wB97M-V/def2-TZVPD
S 1.3514 -3.1367 0.2465
P -1.2447 -1.4336 -0.7432
C 1.9530 -1.5229 0.9147
C 0.3634 0.4661 0.1737
C 1.0595 1.7921 -0.1106
C 0.4488 -1.8997 -0.8134
C -2.1846 0.8893 0.3050
C 1.2622 -0.6819 -0.2192
C -0.9878 0.3471 -0.5537
H 1.5197 -1.2898 1.9279
H 2.0688 -0.4408 -0.9697
H 0.8250 2.2560 -1.0399
H -2.4080 0.3233 1.1862
H -1.8412 -1.6201 -1.9731
H 0.8079 2.4308 0.7152
H 3.0532 -1.4172 0.8665
H -1.9149 1.9296 0.6407
H -0.9959 1.0383 -1.4404
H 0.1673 0.6059 1.2456
H -2.4175 -1.6811 0.0727
H -3.0418 1.1890 -0.2310
H 2.1562 1.8565 -0.2005
```

## Properties
Orbital gap   7.5 eV
Energy relative to the best compared isomer or geometry (same formula, charge and spin)   92.51 kcal per mole
LUMO   0.02974 Eh
SMILES   C[C@H]1[C@H](C)[PH2]=C2SC[C@@H]21
Total energy   -27589.841 eV


A molecular structure, C28H16CdF5PS, computed with wB97M-V/def2-TZVPD.

Geometry as XYZ:
```
52
C28H16CdF5PS | OMol25 | wB97M-V/def2-TZVPD
Cd -0.0328 -0.1510 -0.0088
S 0.3703 -2.3966 1.0845
P 0.8719 1.7190 1.8014
F -1.2974 -3.6229 -3.6018
F 1.2619 -6.8011 -1.2615
F -1.0763 -1.9242 -1.5705
F -0.1522 -6.1017 -3.4805
F 1.5094 -5.1050 0.7860
C -0.4898 -3.1386 -1.4468
C 1.2528 3.8239 5.8716
C 1.5644 0.7500 -1.1178
C -0.0339 -5.2523 -2.4629
C 3.6222 2.0804 -1.2664
C -0.5859 2.5519 1.0446
C -0.6164 -4.0007 -2.5176
C 0.5836 3.9313 3.5636
C 3.0062 0.6055 -3.0733
C 4.5210 3.0265 -0.7190
C 0.8041 -4.7179 -0.2766
C 3.1681 3.1889 1.2527
C -1.8419 2.1373 1.5046
C 1.6049 1.9328 4.4400
C 3.8703 1.5132 -2.5374
C -1.6798 3.9299 -0.6010
C 0.6830 -5.6025 -1.3303
C 1.7170 2.5297 5.6865
C 4.3021 3.5699 0.5112
C -2.9201 3.5130 -0.1404
C 2.2610 2.2844 0.7564
C 0.2157 -3.4484 -0.2851
C 1.8509 0.2292 -2.3581
C -0.5158 3.4527 -0.0143
C 0.6910 4.5236 4.8125
C 2.4626 1.6915 -0.5360
C 1.0429 2.6315 3.3716
C -3.0025 2.6212 0.9211
H 0.3350 5.5346 4.9642
H -3.9698 2.3027 1.2878
H -1.6205 4.6275 -1.4267
H 1.3201 4.2844 6.8491
H 3.0163 3.6199 2.2336
H 0.1422 4.4792 2.7398
H -1.8956 1.4417 2.3368
H 1.1828 -0.4918 -2.8162
H 3.2001 0.1644 -4.0433
H 4.9943 4.2898 0.9282
H 1.9497 0.9169 4.2854
H -3.8248 3.8726 -0.6133
H 0.4501 3.7754 -0.3831
H 4.7639 1.8131 -3.0724
H 5.3904 3.3092 -1.3015
H 2.1527 1.9840 6.5131
```

## Properties
Orbital gap   7.6 eV
Energy relative to the best compared isomer or geometry (same formula, charge and spin)   0.00 kcal per mole
LUMO   -0.01257 Eh
Total energy   -67570.458 eV